(1)
DFT (ωB97M-V/def2-TZVPD) results for a structure of composition C19H18FeNOS at a distorted geometry.

Properties
Spin multiplicity = 6
Maximum force = 4.03 eV/A
Orbital gap (alpha / beta) = 8.59 / 6.36 eV
LUMO level (alpha / beta) = 0.015 / -0.065 Eh

Geometry (Å):
C (-3.1804, -2.6153, 0.4674)
C (-2.9876, -2.3182, 1.8567)
C (-2.6500, -0.9384, 1.9596)
H (-3.1839, -2.9822, 2.6883)
C (-2.7015, -0.3650, 0.6564)
C (-3.0208, -1.3965, -0.2731)
H (-3.0964, -1.2811, -1.3469)
H (-3.3458, -3.6060, 0.0514)
H (-2.3301, -0.4290, 2.8710)
H (-2.4879, 0.6735, 0.4044)
C (2.1572, -2.1785, 0.4785)
C (2.2107, -3.6168, 0.2540)
C (1.2779, -3.9352, -0.8012)
H (2.8502, -4.3243, 0.7933)
C (0.6816, -2.6983, -1.2538)
C (1.2548, -1.6104, -0.4993)
H (1.1175, -0.5651, -0.7144)
H (2.7420, -1.5812, 1.2123)
H (1.0789, -4.9082, -1.2291)
H (-0.0100, -2.5723, -2.0926)
Fe (0.3400, -3.1407, 0.9205)
O (-0.3607, 1.6419, -0.3645)
C (0.2887, 1.5380, 0.9896)
C (-0.2501, 2.8294, 0.3620)
H (-0.2901, 0.8441, 1.6028)
H (1.3839, 1.5127, 1.1416)
H (-1.1490, 3.2971, 0.8331)
H (-0.9793, 4.9213, -1.0402)
C (0.1072, 4.7902, -1.0767)
C (0.6618, 3.7220, -0.3576)
C (1.9648, 3.2840, -0.7104)
H (2.3059, 2.2752, -0.4533)
C (2.7496, 4.0601, -1.5780)
H (3.7724, 3.7598, -1.8074)
C (2.2316, 5.2149, -2.1678)
H (2.8576, 5.8914, -2.7427)
C (0.9029, 5.5571, -1.9256)
H (0.4508, 6.4311, -2.3981)
S (-0.6741, -4.0248, 2.7736)
C (-1.1983, -5.2018, 1.6972)
N (-1.4921, -5.9546, 0.8190)

Results of the Mulliken charge analysis, in e, for atoms 1 through 5: C -0.48; C -0.67; C -0.62; H 0.61; C -0.11

---

(2)
DFT (ωB97M-V/def2-TZVPD) results for the molecule C7H14BrNO4 at a distorted geometry.

Properties
SMILES string = CC[C@@H](Br)COCCOCON=O
Maximum force = 4.33 eV/A
Orbital gap = 9.18 eV
LUMO level = -0.020 Eh

Geometry (Å):
C (-2.8570, -0.7918, 3.4204)
C (-2.7324, -0.4424, 1.8173)
C (-1.1840, -0.3647, 1.2849)
Br (-0.3193, -2.1377, 1.8059)
C (-1.1952, -0.2858, -0.3860)
O (-0.5397, -1.5210, -0.8411)
C (0.7656, -1.2665, -1.4714)
C (1.8696, -0.5240, -0.5123)
O (2.8993, 0.0612, -1.4342)
C (2.4085, 1.3436, -1.9927)
O (3.2706, 2.4988, -1.6538)
N (3.7639, 3.0108, -2.8214)
O (3.2519, 4.0893, -3.0752)
H (-1.8759, -0.4833, 4.0203)
H (-2.9868, -1.9613, 3.6186)
H (-3.8213, -0.2520, 3.8442)
H (-3.2512, 0.5874, 1.6194)
H (-3.2952, -1.2820, 1.2162)
H (-0.5298, 0.4742, 1.7763)
H (-2.3427, -0.2077, -0.6797)
H (-0.6335, 0.7078, -0.7308)
H (0.6326, -0.7476, -2.5381)
H (1.2193, -2.3422, -1.7240)
H (2.3177, -1.2973, 0.2441)
H (1.4631, 0.3806, 0.1097)
H (1.2616, 1.5203, -1.7374)
H (2.4405, 1.2336, -3.1793)

Results of the Mulliken charge analysis, in e, for atoms 1 through 5: C -0.91; C -0.48; C -0.34; Br -0.17; C -0.10

---

(3)
DFT (ωB97M-V/def2-TZVPD) results for a cluster of 3 separate species, C9H18O9 in total at a distorted geometry.

Properties
SMILES string = COC(=O)OC.COC(=O)OC.COC(=O)OC
Maximum force = 5.74 eV/A
Orbital gap = 11.14 eV
Energy above the lowest of the compared OMol25 structures with the same formula, charge and spin = 323.3 kJ/mol
LUMO level = 0.026 Eh

Geometry (Å):
C (-1.5831, -0.8062, -5.1800)
O (-0.5311, -0.0672, -4.6620)
C (0.4029, -0.4502, -3.7300)
O (0.3899, -1.5692, -3.2840)
O (1.1849, 0.5618, -3.4610)
C (2.1899, 0.5588, -2.4370)
H (-1.7801, -0.4512, -6.2530)
H (-2.5421, -0.6712, -4.6090)
H (-1.1881, -1.7882, -5.2760)
H (3.0809, 0.1538, -2.6990)
H (1.6179, -0.0092, -1.5780)
H (2.5109, 1.6678, -2.1930)
C (-0.1231, 3.6238, 0.5700)
O (0.9709, 2.6538, 0.7200)
C (0.9109, 1.7308, 1.7130)
O (0.0709, 1.8528, 2.6150)
O (1.9329, 0.9378, 1.6970)
C (2.0129, -0.1762, 2.6430)
H (-0.2561, 4.1968, 1.4620)
H (-1.0851, 3.2488, 0.3910)
H (0.1669, 4.2758, -0.1960)
H (0.9729, -0.2432, 3.0790)
H (2.8149, 0.2808, 3.3470)
H (2.3719, -0.9302, 2.0560)
C (-0.2591, -1.5512, -0.0700)
O (-0.2041, -1.7292, 1.3160)
C (-1.1261, -1.3652, 2.1530)
O (-2.1311, -0.7562, 1.7320)
O (-0.8881, -1.5952, 3.4810)
C (-2.0161, -1.7312, 4.3080)
H (-1.1201, -2.0362, -0.6100)
H (0.6379, -2.0352, -0.3210)
H (-0.1361, -0.4552, -0.4920)
H (-1.8781, -1.9462, 5.2850)
H (-2.8471, -2.6082, 4.1310)
H (-2.5471, -0.7722, 4.3530)

Results of the Mulliken charge analysis, in e, for atoms 1 through 5: C -0.63; O -0.35; C 0.85; O -0.58; O -0.32

---

(4)
DFT (ωB97M-V/def2-TZVPD) results for a cluster of 7 separate species, H12IO6 in total at a distorted geometry.

Properties
Maximum force = 6.18 eV/A
Orbital gap = 8.66 eV
Total charge = -1
Energy above the lowest of the compared OMol25 structures with the same formula, charge and spin = 106.1 kJ/mol
LUMO level = 0.118 Eh

Geometry (Å):
I (0.0865, 0.6468, -0.4181)
O (-1.7075, -2.2711, -0.2097)
H (-1.1375, -2.5991, 0.5547)
H (-1.2337, -1.5066, -0.4934)
O (-2.5791, 2.6481, -1.3028)
H (-2.7183, 2.8442, -2.1705)
H (-1.7912, 2.0071, -1.3282)
O (3.0992, -0.3591, 1.0155)
H (2.4440, -0.1290, 0.3430)
H (3.8149, 0.1200, 0.5137)
O (-1.9099, 2.5109, 1.8857)
H (-1.2961, 2.1454, 1.2982)
H (-2.6281, 2.7922, 1.3715)
O (0.8178, -1.6107, 2.6861)
H (0.7605, -1.1123, 1.9167)
H (1.7126, -1.9495, 2.6276)
O (1.7061, -1.3653, -2.9530)
H (1.1552, -2.0511, -2.9743)
H (1.4045, -0.7609, -2.3628)

Results of the Mulliken charge analysis, in e, for atoms 1 through 5: I -0.45; O -0.64; H 0.35; H 0.26; O -0.58

---

(5)
DFT (ωB97M-V/def2-TZVPD) results for a cluster of 2 separate species, C3H5BrFN in total at a distorted geometry.

Properties
Spin multiplicity = 3
Maximum force = 9.79 eV/A
Orbital gap (alpha / beta) = 6.38 / 8.89 eV
Energy above the lowest of the compared OMol25 structures with the same formula, charge and spin = 110.0 kJ/mol
LUMO level (alpha / beta) = 0.025 / -0.074 Eh

Geometry (Å):
C (0.6354, 1.0710, -0.4689)
C (0.5758, -0.1135, 0.1466)
C (-3.5588, -0.9036, 0.1660)
N (-2.4298, -0.8438, 0.6210)
F (-4.1542, -1.9826, -0.4208)
Br (-4.6627, 0.6137, -0.0051)
H (0.6491, 2.0607, 0.0312)
H (0.5944, 1.1561, -1.5849)
H (0.4145, -0.2484, 1.1447)
H (0.8519, -0.9944, -0.2762)
H (-1.8255, -1.6473, 0.6071)

Results of the Mulliken charge analysis, in e, for atoms 1 through 5: C -0.52; C -0.84; C 0.44; N -0.42; F -0.19

---

(6)
DFT (ωB97M-V/def2-TZVPD) results for the molecule C11H12O2 at a distorted geometry.

Properties
SMILES string = CC1(C)OC(=O)[C@H]1c1ccccc1
Maximum force = 3.89 eV/A
Orbital gap = 10.02 eV
Energy above the lowest of the compared OMol25 structures with the same formula, charge and spin = 156.7 kJ/mol
LUMO level = 0.026 Eh

Geometry (Å):
C (-2.3816, 0.1146, -2.5959)
C (-1.0138, 0.0363, -2.8068)
C (-2.8728, 0.0523, -1.2304)
C (-0.1196, -0.3342, -1.8284)
C (-1.9581, -0.2414, -0.2210)
C (-0.5937, -0.3991, -0.5480)
C (-0.0349, -1.4630, 1.7525)
C (0.4369, -0.8070, 0.4466)
C (1.2365, 0.1408, 1.4336)
C (0.8255, 1.5448, 1.5031)
C (2.7383, 0.0574, 1.1321)
O (-0.8419, -2.2684, 2.0585)
O (0.8263, -0.7336, 2.5378)
H (-2.9533, 0.4323, -3.4152)
H (-0.6551, 0.0442, -3.7968)
H (-3.8528, 0.2281, -0.9740)
H (0.8415, -0.6478, -2.2188)
H (-2.2175, -0.1422, 0.7672)
H (1.1165, -1.5526, 0.0460)
H (1.3967, 2.0930, 2.3173)
H (-0.2065, 1.6418, 1.8854)
H (0.9274, 2.1850, 0.4986)
H (3.2346, -0.7709, 1.6017)
H (3.2402, 0.8406, 1.6532)
H (2.8812, -0.0509, 0.0018)

Results of the Mulliken charge analysis, in e, for atoms 1 through 5: C -0.59; C -0.52; C -0.64; C -0.48; C -0.34